(1)
Density functional theory data (wB97M-V/def2-TZVPD) for a cluster of 2 separate species, C34H56Cl2N5O in total at a distorted geometry.

Results
E_LUMO: -2.32 eV
Gap between HOMO and LUMO: 8.81 eV
HOMO level: -11.13 eV
Relative energy (zero: lowest compared OMol25 entry of this formula, charge and spin): 4.471 eV
Molar mass: 621.762 g mol⁻¹
Total charge: +1

Geometry (Å):
C: 6.8744 -3.4236 2.3893
O: 7.3874 -2.1413 2.7719
C: 6.5513 -1.0902 2.2585
C: 6.6818 -0.9714 0.6836
C: 6.6863 0.5288 0.1546
C: 5.3835 0.9084 -0.6606
C: 4.9079 2.4016 -0.4517
C: 3.6229 2.5219 0.4619
C: 2.3393 1.8348 -0.1705
C: 1.4401 2.8332 -1.0002
C: 0.0869 2.1788 -1.5042
C: -0.9682 2.3322 -0.3066
C: -2.1967 1.3617 -0.5394
C: -3.3677 2.3010 -1.1082
C: -4.0128 3.1754 0.0392
C: -3.6720 2.7917 1.5300
C: -2.9028 1.4316 1.7939
C: -3.4930 0.7867 3.0941
C: -3.9965 -0.5594 3.3082
C: -4.4962 -0.9947 4.6121
C: -4.5325 -0.0998 5.7786
C: -4.0256 1.2581 5.5734
C: -3.5278 1.6825 4.2768
N: -2.6480 0.5384 0.6268
C: -1.6549 -0.5073 1.0998
C: -0.4498 -0.8507 0.1579
C: 0.0166 -2.3349 0.5104
C: 0.7145 -2.9489 -0.7825
N: -0.3750 -3.2341 -1.7644
C: -0.7553 -4.6327 -1.7891
N: -1.9138 -5.0539 -1.4643
N: 0.2103 -5.6548 -2.2586
C: -3.8727 -0.1957 0.1054
C: -3.5956 -1.2661 -0.8493
C: -4.7757 -1.9725 -1.4119
C: -6.0349 -1.4369 -0.8941
C: -6.1587 -0.3646 0.0720
N: -5.0531 0.2571 0.5430
H: 7.0693 -4.2032 3.1768
H: 5.7665 -3.3964 2.2066
H: 7.3975 -3.7922 1.4554
H: 5.4858 -1.2399 2.5901
H: 6.9161 -0.1378 2.7347
H: 7.6256 -1.4998 0.3784
H: 5.8376 -1.5621 0.2267
H: 7.5697 0.6124 -0.5382
H: 6.8676 1.2046 1.0311
H: 4.5808 0.1701 -0.3725
H: 5.6431 0.7879 -1.7527
H: 4.6938 2.9315 -1.4166
H: 5.7293 2.9547 0.0891
H: 3.8223 1.9909 1.4358
H: 3.3663 3.5912 0.7168
H: 2.6209 0.9084 -0.7374
H: 1.7110 1.4910 0.7070
H: 1.9677 3.2924 -1.8751
H: 1.1354 3.6435 -0.2718
H: -0.3104 2.6359 -2.4456
H: 0.1863 1.0765 -1.6910
H: -0.3735 2.1065 0.6272
H: -1.2806 3.4125 -0.2870
H: -1.9206 0.7567 -1.4481
H: -2.8194 3.0149 -1.7906
H: -4.0861 1.7483 -1.7601
H: -5.1318 3.1339 -0.0930
H: -3.7423 4.2576 -0.1176
H: -4.6441 2.7406 2.0976
H: -3.1254 3.6655 1.9884
H: -1.8945 1.7936 2.1563
H: -3.9629 -1.2862 2.4690
H: -4.8475 -2.0381 4.7644
H: -4.9136 -0.4061 6.7758
H: -4.0354 2.0116 6.3999
H: -3.1725 2.7384 4.1759
H: -2.1663 -1.4772 1.3572
H: -1.1696 -0.2350 2.0828
H: -0.6303 -0.8473 -0.9391
H: 0.4211 -0.2007 0.4480
H: 0.6639 -2.3875 1.4212
H: -0.8696 -3.0131 0.6969
H: 1.1646 -3.9409 -0.4804
H: 1.4970 -2.2798 -1.2171
H: -0.0256 -3.0390 -2.7114
H: -1.9472 -6.0730 -1.5921
H: 0.9016 -5.1642 -2.8296
H: 0.6342 -6.0949 -1.4406
H: -2.6045 -1.6017 -1.2224
H: -4.6881 -2.8006 -2.1443
H: -6.9741 -1.9027 -1.2841
H: -7.1740 -0.0307 0.3918
Cl: -0.1282 3.0296 -4.7423
C: 0.5630 2.0397 -6.0533
C: 0.1370 0.5921 -5.9548
Cl: 0.8595 -0.2276 -4.5435
H: 1.6468 2.1428 -6.0190
H: 0.2102 2.4659 -6.9928
H: 0.4683 0.0487 -6.8402
H: -0.9459 0.4971 -5.8824

Forces on the atoms, in the same order (eV/Å):
0.3 -0.8 -0.4
-1.3 -0.2 -0.2
0.6 0.5 -0.3
-0.3 -0.1 0.2
0.1 -0.8 -0.2
0.4 0.3 -0.1
-0.3 0.2 0.8
-0.2 -0.7 -0.1
-0.2 0.5 0.5
-0.4 -0.4 0.0
-0.4 0.0 1.2
1.0 -0.5 -0.3
0.4 2.7 -2.5
1.0 0.3 0.5
-0.8 0.2 -0.5
-1.0 0.3 -0.3
-0.1 2.0 2.5
-0.8 -0.5 2.5
0.3 1.0 1.2
0.5 1.7 0.6
1.1 0.9 -2.7
-0.1 -1.1 -1.4
-0.4 -1.5 -0.1
-0.6 -0.8 0.1
1.9 -1.6 0.6
0.6 -1.1 1.1
-0.1 -0.1 -1.0
-0.4 -0.7 1.4
0.4 -0.5 -0.8
-0.4 -2.0 -0.2
0.7 1.0 0.2
-0.4 2.0 0.4
-0.3 -1.5 -1.2
-2.8 -0.4 -0.3
0.3 3.4 2.9
0.2 -0.6 -0.5
1.1 -1.4 -1.6
0.5 -1.0 -0.8
-0.1 1.0 -0.5
0.9 0.0 0.1
-0.7 0.4 0.8
0.8 0.0 -0.3
-0.2 -1.0 -0.4
-0.8 0.6 0.4
0.8 0.6 0.2
-0.8 0.2 0.8
-0.3 -0.4 -0.8
0.7 0.8 -0.5
-0.5 -0.2 1.1
0.3 -0.5 0.7
-0.7 -0.4 -0.8
0.0 0.6 -0.8
0.4 -1.0 -0.3
-0.3 0.9 0.3
0.5 0.2 -0.9
-0.2 -0.4 0.9
0.5 -0.5 -1.0
0.4 -0.4 1.2
0.2 1.0 0.0
-0.8 0.2 -0.8
0.1 -1.1 0.3
-0.4 -0.2 1.5
-0.6 -0.9 0.5
0.4 0.3 0.9
1.2 0.0 0.2
-0.2 -1.1 0.1
1.0 -0.1 -0.7
-0.2 -1.2 -0.4
-0.8 -0.8 -0.9
-0.2 0.5 0.9
0.3 0.9 -0.4
0.3 0.1 -1.0
0.0 -0.9 -0.8
-0.3 -1.1 0.1
0.0 1.3 -0.6
-0.9 0.3 -1.1
-0.1 0.3 0.9
-0.9 -0.4 -0.8
-0.4 0.2 -0.8
0.8 0.8 -0.2
0.0 1.2 -0.3
-0.7 -0.5 0.4
-0.2 0.1 0.4
0.0 0.5 -0.1
0.2 -0.6 0.4
0.1 0.0 -0.5
-0.6 0.5 0.7
-0.1 0.8 0.7
0.9 0.5 0.5
1.2 -0.2 -0.2
0.0 0.1 -0.3
0.1 -0.1 -0.2
-0.1 0.1 -0.3
0.0 0.0 0.1
-0.1 0.0 0.1
0.0 -0.1 0.1
0.1 0.1 0.1
0.1 0.0 0.1

Mulliken atomic charge list, values in e, 2 entries: C -0.612; O -0.433

(2)
Density functional theory data (wB97M-V/def2-TZVPD) for a structure of composition C34H56MnN2OP3 at a distorted geometry.

Results
E_LUMO (spin up / spin down): -10.48 / -10.87 eV
Gap between HOMO and LUMO (spin up / spin down): 6.07 / 5.75 eV
HOMO level (spin up / spin down): -16.55 / -16.62 eV
Relative energy (zero: lowest compared OMol25 entry of this formula, charge and spin): 0.000 eV
Molar mass: 656.695 g mol⁻¹
Total charge: +3
Multiplicity: 4
⟨S²⟩: 3.87

Geometry (Å):
C: 2.3184 1.4537 0.5280
C: 0.3996 1.5527 1.8079
C: 2.8511 2.5491 1.2211
C: 0.9365 2.5468 2.6725
C: 2.1977 3.0505 2.3533
H: 3.8220 2.9107 0.8900
H: 0.3199 2.9903 3.4599
H: 2.6532 3.8978 2.8657
N: 1.2639 0.7954 1.0539
P: 2.6702 -0.9864 -0.7641
P: -2.5276 0.5268 1.5416
C: 2.9273 0.8245 -0.7256
H: 2.5831 1.1975 -1.7299
H: 4.0189 0.9625 -0.6741
C: -1.0566 1.6568 1.3983
H: -1.4471 2.4182 2.1225
C: -3.8834 1.9017 1.2513
C: -2.7656 -0.5605 3.0824
C: 2.8191 -1.2231 -2.6332
C: 4.2304 -1.5114 0.2052
C: -4.4593 1.4922 -0.1288
H: -4.8347 0.4516 -0.1437
H: -5.2887 2.1848 -0.3691
H: -3.6695 1.6119 -0.8996
C: -4.9413 1.8693 2.3542
H: -5.5011 0.9269 2.4206
H: -4.5008 2.1042 3.3300
H: -5.6794 2.6546 2.1363
C: -3.3378 3.3267 1.0935
H: -4.1093 3.9925 0.6905
H: -2.9916 3.7300 2.0441
H: -2.5203 3.3805 0.3733
C: -4.0585 -1.3813 2.9231
H: -4.0335 -1.9791 2.0067
H: -4.1580 -2.0788 3.7686
H: -4.9700 -0.7832 2.8975
C: -1.6278 -1.5883 3.1957
H: -1.5623 -2.2215 2.3011
H: -0.6416 -1.1363 3.3530
H: -1.8241 -2.2562 4.0518
C: -2.7602 0.2874 4.3645
H: -3.5678 1.0218 4.3950
H: -2.8927 -0.3702 5.2404
H: -1.8060 0.8174 4.4961
C: 4.4337 -3.0097 -0.0543
H: 5.2571 -3.3550 0.5886
H: 3.5278 -3.5749 0.2181
H: 4.7149 -3.2167 -1.0964
C: 3.9602 -1.2927 1.7139
H: 3.7985 -0.2317 1.9656
H: 3.0986 -1.8769 2.0592
H: 4.8474 -1.6563 2.2580
C: 5.5152 -0.7228 -0.1457
H: 6.3268 -1.2247 0.4071
H: 5.7796 -0.7368 -1.2139
H: 5.4661 0.3178 0.2136
C: 1.7631 -0.3254 -3.3451
H: 2.1604 0.6869 -3.5276
H: 1.5527 -0.7579 -4.3391
H: 0.8110 -0.2333 -2.7882
C: 2.5402 -2.7009 -2.9063
H: 1.5454 -3.0006 -2.5454
H: 2.5851 -2.8531 -3.9932
H: 3.2977 -3.3463 -2.4454
C: 4.2004 -0.8511 -3.1958
H: 4.5073 0.1825 -2.9661
H: 4.9940 -1.5493 -2.8903
H: 4.1043 -0.9310 -4.2928
Mn: 0.5697 -0.8738 0.1302
C: 0.9279 -2.2737 1.2331
O: 1.2679 -3.2639 1.8064
N: -0.6102 0.3424 -0.6423
C: -1.1521 1.4086 -0.1826
C: -1.3294 2.4465 -1.3427
C: -1.6690 2.1538 -2.6799
C: -0.7276 3.6687 -1.0743
C: -1.5841 3.1479 -3.6697
H: -2.0036 1.1448 -2.9024
C: -0.6543 4.6774 -2.0481
H: -0.3092 3.7855 -0.0542
C: -1.0898 4.4364 -3.3756
H: -1.9088 2.9387 -4.6819
H: -0.2485 5.6497 -1.7374
H: -0.9844 5.2021 -4.1654
C: -2.5067 -2.7385 -0.3007
P: -0.8065 -2.6159 -0.9989
C: -0.3216 -4.3867 -1.0464
C: -1.1819 -2.3072 -2.7777
H: -2.4693 -3.4190 0.5648
H: -3.2253 -3.1440 -1.0298
H: -2.8782 -1.7572 0.0269
H: -0.8635 -4.9187 -1.8432
H: 0.7555 -4.5038 -1.2130
H: -0.5637 -4.8463 -0.0806
H: -1.8248 -3.1134 -3.1666
H: -1.7125 -1.3484 -2.8492
H: -0.2783 -2.2433 -3.3989

Forces on the atoms, in the same order (eV/Å):
1.1 -0.6 0.3
1.0 0.1 0.8
0.0 -0.4 -0.3
-0.6 -0.5 -1.0
0.5 -0.4 -0.5
-0.4 0.4 0.0
0.1 0.0 -0.5
-0.2 -0.3 0.2
-1.8 1.3 -1.2
2.3 0.9 -0.4
-0.9 0.6 1.6
0.3 0.7 0.5
0.0 0.2 1.4
-0.5 0.2 -0.3
-0.2 -1.8 1.2
0.2 0.4 -1.8
-0.4 -0.6 -0.8
0.2 -0.7 0.5
-0.4 -0.2 0.1
-0.3 -0.4 0.1
-0.1 0.0 -0.1
0.1 0.5 0.0
0.3 -0.4 0.0
-0.7 -0.1 0.3
-0.2 0.0 0.2
0.2 0.4 -0.1
-0.3 0.1 -0.3
0.2 -0.1 0.0
0.5 -0.1 0.1
-0.2 -0.3 0.3
-0.1 0.2 0.1
-0.4 0.1 0.3
-0.4 0.1 -0.2
0.0 0.0 0.1
0.2 0.3 -0.2
0.2 -0.1 0.1
0.4 -0.1 -0.3
-0.1 0.1 0.2
-0.1 0.1 0.1
0.0 0.3 -0.3
0.0 0.5 0.1
0.2 -0.3 0.1
0.1 0.1 -0.4
-0.2 -0.1 0.0
0.2 -0.1 0.2
-0.3 0.0 -0.2
0.3 0.0 -0.2
-0.1 0.0 0.4
-0.1 0.0 -0.2
0.2 -0.4 0.0
0.5 0.2 0.0
-0.3 0.2 -0.1
-0.1 -0.1 -0.1
-0.2 0.3 -0.2
-0.1 0.0 0.6
0.2 -0.4 -0.1
0.0 -0.1 0.1
-0.2 -0.4 0.1
0.1 0.1 0.4
0.4 0.0 -0.3
0.0 -0.2 -0.3
0.4 0.0 -0.2
-0.1 -0.1 0.2
-0.3 0.1 -0.2
0.2 -0.1 -0.1
-0.1 -0.4 -0.1
-0.3 0.2 -0.1
0.1 0.1 0.4
-1.7 1.1 -1.7
3.0 -6.5 3.6
-2.4 5.2 -2.8
-0.8 0.0 2.1
1.8 1.3 -3.4
0.9 -0.1 0.7
-0.3 0.1 0.5
-0.1 0.6 0.3
0.2 0.2 0.5
-0.2 0.2 -0.2
0.1 0.0 -0.2
-0.3 0.5 -0.7
0.3 -0.5 1.0
0.1 -0.2 0.1
-0.1 -0.5 -0.4
-0.2 -0.5 0.7
0.1 0.1 0.4
-1.1 -0.9 -0.9
0.4 0.0 0.5
0.3 0.6 0.0
-0.1 0.3 -0.2
0.4 0.1 0.1
0.1 -0.2 -0.1
0.1 0.3 0.3
-0.2 0.0 0.0
0.1 0.0 -0.2
0.2 0.2 0.3
0.1 -0.2 -0.1
-0.3 -0.1 0.3

Mulliken atomic charge list, values in e, 2 entries: C -0.141; C 0.221